No. 1
The following is a quantum chemistry calculation of 6 unconnected molecules or ions with the total composition C30H72F6N6O13S2, from the Open Molecules 2025 dataset.

Computed properties:
- Kohn-Sham gap: 8.3 eV
- Molar mass: 903.06 g/mol
- DFT total energy: -3887.50392 a.u.
- E_HOMO: -12.6 eV

```
! wB97M-V def2-TZVPD RIJCOSX def2/J DEFGRID3
* xyz 2 1
C 1.787 1.108 4.440
C 2.264 -0.362 4.239
N 3.593 -0.456 3.497
C 3.817 -1.945 3.130
C 3.560 0.360 2.183
C 4.568 -0.005 1.045
C 4.808 0.015 4.393
C 5.267 -0.930 5.511
O 4.262 -1.241 6.475
C 3.844 -0.192 7.356
H 0.864 1.112 5.019
H 1.537 1.559 3.480
H 2.496 1.716 5.003
H 1.569 -0.720 3.479
H 2.318 -1.075 5.062
H 3.768 -2.570 4.022
H 4.757 -2.104 2.600
H 2.990 -2.140 2.448
H 3.573 1.416 2.456
H 2.538 0.312 1.807
H 4.181 -0.659 0.264
H 5.484 -0.489 1.386
H 4.830 0.911 0.516
H 4.548 0.961 4.867
H 5.585 0.155 3.641
H 6.083 -0.494 6.088
H 5.739 -1.809 5.073
H 2.769 -0.010 7.343
H 4.181 0.817 7.116
H 4.155 -0.276 8.397
C 2.506 -0.811 -2.292
C 1.340 -1.519 -2.884
N 1.755 -2.820 -3.672
C 2.206 -3.943 -2.697
C 0.430 -3.298 -4.500
C -0.941 -3.294 -3.716
C 2.809 -2.364 -4.713
C 3.220 -3.494 -5.791
O 3.612 -4.779 -5.212
C 4.638 -5.457 -5.861
H 2.972 -0.083 -2.955
H 3.391 -1.418 -2.104
H 2.355 -0.433 -1.280
H 0.638 -0.819 -3.336
H 0.743 -2.005 -2.113
H 2.174 -4.751 -3.428
H 1.582 -4.060 -1.811
H 3.133 -3.539 -2.289
H 0.758 -4.315 -4.712
H 0.266 -2.573 -5.297
H -1.710 -3.900 -4.195
H -1.322 -2.278 -3.609
H -0.831 -3.776 -2.744
H 3.727 -2.128 -4.174
H 2.480 -1.443 -5.194
H 4.022 -3.082 -6.404
H 2.379 -3.848 -6.387
H 5.570 -4.894 -5.823
H 4.323 -5.881 -6.815
H 4.667 -6.339 -5.221
C -2.710 6.012 -1.814
O -1.946 4.756 -1.825
C -2.579 3.660 -1.133
C -1.512 2.581 -0.853
N -0.639 2.922 0.397
H -1.268 2.982 1.185
H 0.066 2.217 0.558
C 0.194 4.234 0.491
C 1.426 4.162 1.445
O 2.132 3.017 0.942
C 2.986 3.337 -0.106
H -2.703 6.477 -0.828
H -3.707 5.827 -2.214
H -2.120 6.652 -2.469
H -3.312 3.275 -1.843
H -3.074 4.003 -0.225
H -0.782 2.499 -1.658
H -1.932 1.576 -0.810
H -0.474 5.052 0.759
H 0.553 4.421 -0.521
H 1.257 4.043 2.515
H 2.001 5.078 1.309
H 3.673 4.165 0.069
H 2.374 3.542 -0.984
H 3.641 2.503 -0.359
C -2.975 -3.830 -0.114
O -4.390 -3.752 -0.071
C -5.154 -4.265 -1.184
C -5.083 -3.421 -2.404
N -5.438 -1.907 -2.376
H -5.601 -1.691 -3.349
H -6.318 -1.653 -1.952
C -4.434 -0.940 -1.715
C -4.748 0.487 -2.080
O -5.820 0.866 -1.270
C -6.419 2.189 -1.626
H -2.567 -3.523 0.849
H -2.607 -3.266 -0.971
H -2.590 -4.832 -0.300
H -6.194 -4.293 -0.857
H -4.923 -5.298 -1.444
H -5.684 -3.885 -3.185
H -4.118 -3.370 -2.908
H -3.461 -1.114 -2.174
H -4.421 -1.135 -0.643
H -4.832 0.535 -3.166
H -3.896 1.152 -1.939
H -6.304 2.398 -2.690
H -6.011 2.907 -0.915
H -7.507 2.221 -1.696
N -0.248 -0.721 0.267
O -1.000 -1.036 -0.637
O 0.051 -1.546 1.116
O 0.382 0.345 0.211
C -2.269 0.471 3.586
F -2.728 -0.776 3.773
F -2.153 0.995 4.794
F -1.073 0.519 2.937
S -3.534 1.507 2.491
O -3.636 0.779 1.214
O -4.783 1.526 3.288
N -2.631 2.993 2.254
S -3.476 3.999 3.154
O -4.820 4.386 2.745
O -3.367 3.577 4.571
C -2.519 5.659 2.929
F -3.072 6.685 3.580
F -1.236 5.460 3.186
F -2.565 5.990 1.589
*
```

---

No. 2
The following is a quantum chemistry calculation of 9 unconnected molecules or ions with the total composition C30H73BN9O18PS2, from the Open Molecules 2025 dataset.

Computed properties:
- Kohn-Sham gap: 7.6 eV
- Molar mass: 953.88 g/mol
- Energy relative to the best compared isomer or geometry (same formula, charge and spin): 10.491 eV
- DFT total energy: -4195.32866 a.u.
- E_HOMO: -8.2 eV

```
! wB97M-V def2-TZVPD RIJCOSX def2/J DEFGRID3
* xyz 0 1
C 4.454 -1.890 5.031
C 5.867 -1.839 4.196
C 5.909 -2.861 2.891
C 4.484 -2.963 2.082
C 3.664 -4.388 2.384
C 2.977 -4.995 1.025
C 1.312 -4.838 0.996
C 0.946 -3.256 0.786
N 0.319 -2.901 -0.539
C 1.192 -3.220 -1.727
C 1.830 -1.869 -2.473
C 2.739 -0.939 -1.475
C 2.068 0.581 -1.452
C 2.310 1.263 0.029
C 3.863 1.823 0.070
C 4.061 2.501 1.574
C 4.696 1.422 2.650
C -1.100 -3.392 -0.686
S -1.607 -4.970 -1.060
S -2.461 -2.073 -0.466
C -3.992 -3.047 0.024
C -5.321 -2.068 0.287
C -6.635 -3.063 0.033
P -8.258 -2.369 0.799
B -9.954 -1.911 1.567
O -10.571 -2.896 2.522
O -10.741 -0.690 1.291
C -12.142 -0.841 1.790
C -13.102 0.443 1.326
H 4.680 -1.563 6.155
H 3.965 -2.959 4.991
H 3.736 -1.059 4.596
H 6.123 -0.719 3.918
H 6.727 -2.232 4.925
H 6.317 -3.928 3.175
H 6.686 -2.374 2.129
H 3.715 -2.102 2.345
H 4.728 -2.831 0.932
H 2.852 -4.273 3.219
H 4.517 -5.161 2.701
H 3.256 -6.148 0.899
H 3.475 -4.446 0.100
H 0.913 -5.264 2.036
H 0.950 -5.556 0.147
H 1.905 -2.627 1.066
H 0.140 -2.981 1.622
H 2.106 -3.918 -1.512
H 0.531 -3.740 -2.565
H 1.033 -1.251 -3.067
H 2.578 -2.310 -3.291
H 3.823 -0.797 -1.954
H 2.920 -1.382 -0.407
H 2.578 1.213 -2.323
H 0.906 0.414 -1.661
H 2.222 0.488 0.925
H 1.497 2.124 0.157
H 4.577 0.913 -0.129
H 4.080 2.630 -0.772
H 2.970 2.742 1.959
H 4.643 3.523 1.529
H 5.760 1.084 2.275
H 4.727 1.919 3.729
H 3.970 0.501 2.703
H -4.309 -3.775 -0.851
H -3.809 -3.596 1.048
H -5.317 -1.617 1.387
H -5.321 -1.140 -0.447
H -6.380 -4.075 0.613
H -6.757 -3.339 -1.101
H -8.980 -3.274 -0.106
H -7.819 -2.778 2.132
H -7.994 -1.024 0.353
H -10.371 -3.809 2.160
H -12.148 -0.815 2.977
H -12.672 -1.806 1.362
H -13.529 0.201 0.242
H -14.012 0.490 2.063
H -12.503 1.452 1.287
C 3.785 3.796 -5.185
N 3.793 2.614 -4.281
O 4.505 2.679 -3.271
O 3.086 1.655 -4.610
H 4.448 4.560 -4.774
H 4.138 3.465 -6.164
H 2.758 4.164 -5.236
C -12.767 -1.233 6.046
N -14.009 -0.417 6.107
O -14.373 -0.022 7.221
O -14.584 -0.195 5.035
H -12.369 -1.349 7.057
H -13.031 -2.204 5.622
H -12.055 -0.703 5.410
C 6.874 -1.166 -3.317
N 6.745 -1.512 -1.876
O 7.364 -0.810 -1.068
O 6.026 -2.478 -1.597
H 7.533 -0.300 -3.415
H 7.298 -2.033 -3.828
H 5.875 -0.934 -3.691
C 0.616 6.900 -6.957
N 1.756 6.012 -7.312
O 2.702 6.522 -7.924
O 1.669 4.827 -6.967
H 0.827 7.908 -7.320
H -0.278 6.496 -7.436
H 0.521 6.894 -5.869
C 4.652 3.550 6.899
N 4.797 4.355 5.656
O 4.312 3.886 4.619
O 5.394 5.433 5.756
H 4.109 2.632 6.665
H 5.655 3.323 7.264
H 4.095 4.154 7.619
C 3.229 -2.537 -6.458
N 4.564 -2.299 -5.846
O 4.590 -1.971 -4.654
O 5.548 -2.448 -6.579
H 2.459 -2.370 -5.701
H 3.116 -1.833 -7.285
H 3.207 -3.570 -6.809
C -0.177 11.914 -7.970
N 0.033 10.554 -7.404
O -0.699 9.649 -7.821
O 0.925 10.435 -6.556
H -0.989 11.872 -8.699
H -0.435 12.579 -7.143
H 0.756 12.219 -8.448
C -0.253 -1.347 4.888
N 0.813 -0.377 5.260
O 0.742 0.138 6.382
O 1.690 -0.161 4.416
H -0.953 -1.439 5.720
H -0.757 -0.957 4.001
H 0.230 -2.304 4.682
*
```

---

No. 3
The following is a quantum chemistry calculation of 9 unconnected molecules or ions with the total composition C30H73IN8O9P, from the Open Molecules 2025 dataset.

Computed properties:
- Kohn-Sham gap: 4.1 eV
- Molar mass: 847.84 g/mol
- DFT total energy: -2941.10693 a.u.
- E_HOMO: -2.7 eV

```
! wB97M-V def2-TZVPD RIJCOSX def2/J DEFGRID3
* xyz -1 1
C 0.264 2.667 1.322
C -0.250 3.149 -0.035
O 0.835 3.119 -1.013
C -0.820 4.575 -0.030
P -2.155 4.954 1.312
C -3.650 4.758 0.094
C -4.561 3.548 0.364
C -5.080 2.928 -0.959
I -6.361 4.100 1.488
H -0.445 1.926 1.710
H 1.242 2.174 1.267
H 0.318 3.458 2.070
H -1.025 2.492 -0.446
H 1.609 2.745 -0.582
H 0.030 5.240 0.190
H -1.132 4.814 -1.055
H -2.098 6.389 0.942
H -3.110 5.309 2.386
H -2.280 3.549 1.704
H -1.066 5.183 2.284
H -3.373 4.748 -0.967
H -4.265 5.655 0.232
H -4.067 2.756 0.929
H -5.856 3.588 -1.338
H -5.540 1.956 -0.753
H -4.262 2.788 -1.669
C -8.703 4.036 -4.925
C -7.399 3.773 -4.210
O -7.336 3.103 -3.197
N -6.268 4.320 -4.735
C -6.130 5.143 -5.919
H -9.501 3.538 -4.383
H -8.916 5.106 -4.954
H -8.670 3.642 -5.942
H -5.438 4.106 -4.203
H -5.455 4.657 -6.627
H -5.707 6.110 -5.644
H -7.090 5.302 -6.401
C -3.076 -1.915 -1.719
C -3.617 -0.988 -0.659
O -2.932 -0.114 -0.153
N -4.908 -1.153 -0.268
C -5.879 -2.134 -0.720
H -2.041 -1.648 -1.913
H -3.120 -2.950 -1.383
H -3.645 -1.812 -2.644
H -5.197 -0.485 0.431
H -6.740 -1.615 -1.149
H -6.216 -2.721 0.139
H -5.460 -2.819 -1.456
C -5.525 -6.204 0.066
C -4.722 -5.903 -1.174
O -4.698 -4.785 -1.674
N -4.010 -6.916 -1.726
C -3.902 -8.298 -1.280
H -6.030 -5.298 0.385
H -6.274 -6.969 -0.140
H -4.872 -6.540 0.873
H -3.499 -6.640 -2.549
H -2.865 -8.529 -1.069
H -4.255 -8.958 -2.076
H -4.491 -8.474 -0.387
C -3.040 -2.221 3.096
C -3.119 -3.702 3.358
O -4.078 -4.228 3.904
N -2.062 -4.461 2.954
C -0.849 -4.024 2.289
H -3.944 -1.745 3.463
H -2.184 -1.785 3.611
H -2.962 -2.034 2.023
H -2.172 -5.441 3.156
H -0.760 -4.527 1.323
H 0.018 -4.286 2.900
H -0.854 -2.951 2.127
C 0.403 -9.044 0.286
C -0.464 -10.125 -0.311
O -1.679 -10.127 -0.179
N 0.152 -11.111 -1.013
C 1.569 -11.278 -1.278
H -0.233 -8.337 0.810
H 1.111 -9.471 0.997
H 0.946 -8.512 -0.496
H -0.486 -11.798 -1.383
H 1.741 -11.279 -2.356
H 1.906 -12.233 -0.871
H 2.149 -10.479 -0.830
C 4.168 4.948 0.913
C 4.087 3.460 1.104
O 3.153 2.920 1.678
N 5.116 2.720 0.603
C 6.289 3.188 -0.113
H 3.292 5.417 1.353
H 5.066 5.319 1.407
H 4.196 5.193 -0.150
H 5.018 1.731 0.767
H 6.309 2.719 -1.102
H 7.183 2.896 0.436
H 6.275 4.267 -0.230
C 8.271 7.844 1.206
C 8.091 6.379 1.516
O 7.130 5.958 2.135
N 9.046 5.513 1.079
C 10.252 5.808 0.331
H 7.430 8.393 1.619
H 9.190 8.222 1.655
H 8.297 8.007 0.127
H 8.857 4.551 1.324
H 10.235 5.268 -0.618
H 11.124 5.480 0.901
H 10.341 6.870 0.130
C 7.659 0.168 3.447
C 8.364 0.627 2.196
O 8.328 1.790 1.827
N 9.048 -0.303 1.477
C 9.200 -1.719 1.752
H 7.163 1.021 3.900
H 6.907 -0.586 3.209
H 8.375 -0.241 4.162
H 9.492 0.074 0.655
H 10.259 -1.957 1.864
H 8.799 -2.298 0.918
H 8.677 -2.000 2.659
*
```